1.
Computed, not measured: C6H9NS in the gas phase, with the ωB97M-V functional and the def2-TZVPD basis.

Values from the calculation:
SMILES: C=C[C@@]12CNC[C@@H]1S2
Charge: 0
HOMO energy (eV): -8.81
Orbital gap (eV): 9.6
M (Da): 127.21

Each line ends with the natural charge from an NBO analysis.
Cartesian coordinates (Å):
1 S 0.8279 -1.7464 -0.0734  0.20
2 N 0.0540 0.1721 -2.0967  -0.61
3 C 1.3211 0.0136 -0.0433  -0.31
4 C -0.1801 -0.4526 0.2016  -0.28
5 C -0.9923 0.0659 -1.0534  -0.24
6 C 1.2417 0.7186 -1.4659  -0.25
7 C -0.9189 -0.5452 1.5212  -0.17
8 C -0.7954 0.1803 2.6312  -0.38
9 H -1.2935 0.1005 3.5419  0.20
10 H 0.2323 0.7990 2.9149  0.18
11 H 0.1920 -0.9690 -2.3106  0.36
12 H -1.4368 1.1148 -0.9756  0.20
13 H -1.6755 -0.5949 -1.4942  0.21
14 H 1.9265 0.2487 0.8496  0.25
15 H -1.6651 -1.3815 1.4665  0.21
16 H 1.1620 1.8237 -1.3053  0.21
17 H 2.0002 0.4525 -2.3084  0.22



2.
Computed, not measured: C6H9NS in the gas phase, with the ωB97M-V functional and the def2-TZVPD basis.

Values from the calculation:
Charge: 0
HOMO energy (spin up / spin down) (eV): -6.94 / -7.30
Orbital gap (spin up / spin down) (eV): 6.4 / 7.3
M (Da): 127.21

Each line ends with the natural charge from an NBO analysis.
Cartesian coordinates (Å):
1 S 1.2846 -1.9242 0.1874  0.42
2 N -1.5398 -2.1663 0.5188  -0.42
3 C -2.2792 -1.1416 0.2343  0.11
4 C 2.4774 0.6043 0.5965  -0.23
5 C 1.3470 -0.2604 0.1404  -0.50
6 C -0.3514 -2.5280 0.5169  -0.15
7 C 2.5814 1.9607 0.5995  -0.40
8 C -2.1323 -0.0379 -0.8596  -0.67
9 H -1.9305 0.8669 -0.4301  0.23
10 H -3.1295 -0.0933 -1.3317  0.23
11 H -3.2089 -1.0240 0.9187  0.17
12 H -1.3756 -0.3727 -1.5163  0.21
13 H 3.3816 -0.0433 0.7749  0.21
14 H 3.5096 2.5079 0.9077  0.20
15 H -0.3214 -3.5996 0.4128  0.20
16 H 1.7860 2.6663 0.3285  0.19
17 H 0.5114 0.0176 -0.4256  0.20



Most stable = 1